The following is a quantum chemistry calculation of a structure of composition C19H41KN4O4Sb, from the OMol25 dataset.

## Properties
**Frontier orbital gap**: 8.875 eV
**E**: -2108.48095 a.u.
**Lowest unoccupied orbital energy**: -1.77 eV
**Net charge**: +1
**ΔE to the lowest compared entry with this formula, charge and spin**: 11.9 kJ/mol
**HOMO level**: -10.65 eV

Each line ends with the Mulliken charge.
Cartesian coordinates (Å):
1 Sb 0.511 -1.764 -2.109  0.2343
2 K 0.483 -0.347 1.262  1.2842
3 O 2.501 -1.164 2.710  -0.2941
4 O 1.007 1.386 3.191  -0.3609
5 O 0.264 -2.946 1.740  -0.3119
6 O -0.554 -0.959 3.618  -0.1235
7 N -1.445 1.494 0.228  0.1143
8 N -0.342 1.706 -0.523  -0.0893
9 N -2.044 2.711 -1.376  0.7769
10 N -2.466 2.079 -0.277  -0.9321
11 C -2.940 3.521 -2.190  -1.2510
12 C 2.777 -0.263 3.775  -0.3934
13 C -1.493 -1.863 3.063  -0.7777
14 C -0.734 2.469 -1.513  -0.4904
15 C -1.588 5.654 -1.993  -1.4386
16 C -3.452 5.191 -0.358  -1.4271
17 C 2.255 -2.491 3.158  -0.3769
18 C 1.903 -3.374 -2.476  -0.8385
19 C -0.929 -2.279 -3.628  -0.8271
20 C 2.729 0.327 -2.275  -1.0158
21 C 2.391 1.163 3.427  -0.8266
22 C -2.952 5.001 -1.788  0.8012
23 C 1.583 -3.340 2.098  -0.8396
24 C 0.134 1.210 4.299  -0.6548
25 C -1.050 0.328 3.951  -0.5913
26 C 2.154 -3.722 -3.938  -1.1329
27 C 1.607 -0.227 -3.154  -0.8662
28 C -1.615 -3.604 -3.289  -1.1179
29 C -0.757 -3.144 2.708  -0.5156
30 H -0.338 -3.563 3.627  0.3628
31 H -2.630 3.411 -3.228  0.4540
32 H -3.933 3.089 -2.074  0.3695
33 H 3.306 1.092 -2.797  0.3735
34 H 2.003 -0.628 -4.087  0.5125
35 H -1.227 5.518 -3.015  0.3565
36 H -4.429 4.730 -0.210  0.3708
37 H 1.530 -4.244 -1.932  0.4361
38 H 3.848 -0.279 4.004  0.4363
39 H -3.665 5.473 -2.469  0.3025
40 H 3.200 -2.969 3.440  0.4860
41 H 2.154 -3.322 1.168  0.2750
42 H -0.123 2.847 -2.314  0.5113
43 H -1.673 0.263 4.850  0.3667
44 H 1.248 -4.081 -4.428  0.2449
45 H -1.634 0.751 3.125  0.3309
46 H -0.239 2.186 4.621  0.4372
47 H 2.245 -0.588 4.674  0.3495
48 H 3.427 -0.462 -1.984  0.3078
49 H -1.480 -3.860 2.309  0.4447
50 H -2.759 4.751 0.362  0.2776
51 H 2.904 -4.512 -4.020  0.3956
52 H 0.898 0.559 -3.421  0.4038
53 H -2.240 -2.128 3.821  0.3996
54 H 2.521 -2.863 -4.502  0.2688
55 H -1.663 -1.473 -3.683  0.5204
56 H -3.537 6.253 -0.131  0.4265
57 H -2.127 -3.552 -2.326  0.2940
58 H -0.895 -4.423 -3.238  0.2848
59 H -1.651 6.725 -1.802  0.4185
60 H 1.580 -4.371 2.469  0.4107
61 H -2.011 -1.416 2.202  0.3319
62 H -2.357 -3.868 -4.043  0.3549
63 H 2.749 1.809 4.237  0.3773
64 H 2.832 -3.073 -1.985  0.5145
65 H 0.667 0.760 5.141  0.3448
66 H 2.897 1.478 2.513  0.3541
67 H 2.328 0.779 -1.365  0.1605
68 H -0.435 -2.338 -4.598  0.3950
69 H 1.616 -2.461 4.048  0.3127
70 H -0.847 5.248 -1.300  0.3074